Entry 1:
Molecular formula: C25H50F9O19SV2
Method: DFT, ωB97M-V/def2-TZVPD

The geometry in ORCA input format:
```
! RIJCOSX wB97M-V def2-TZVPD def2/J DEFGRID3
* xyz 1 1
O 24.732 -8.479 -0.055
V 23.596 -9.630 -0.250
O 23.477 -9.809 -1.829
O 20.942 -6.277 -3.718
V 21.068 -5.066 -2.704
O 19.663 -4.366 -2.550
C 21.060 -6.432 1.737
F 22.180 -5.712 1.590
F 21.240 -7.250 2.760
F 20.051 -5.647 1.981
S 20.803 -7.393 0.141
O 19.537 -8.042 0.336
O 20.806 -6.374 -0.906
O 21.900 -8.346 -0.014
C 23.878 -6.659 -2.831
O 23.233 -5.631 -2.101
C 24.058 -4.479 -1.864
C 23.336 -3.741 -0.754
O 21.960 -3.687 -1.065
C 21.156 -3.015 -0.101
H 24.291 -6.327 -3.790
H 23.203 -7.476 -3.067
H 24.725 -7.098 -2.298
H 24.165 -3.894 -2.784
H 25.059 -4.797 -1.575
H 23.765 -2.746 -0.615
H 23.564 -4.326 0.141
H 21.026 -3.612 0.802
H 20.143 -2.829 -0.454
H 21.588 -2.044 0.141
C 16.869 -9.624 0.800
O 15.595 -10.106 1.158
C 15.581 -11.528 1.179
C 15.489 -12.128 -0.216
O 14.199 -11.845 -0.718
C 13.890 -12.503 -1.926
H 17.116 -9.798 -0.254
H 17.653 -9.974 1.480
H 16.865 -8.533 0.866
H 14.703 -11.843 1.743
H 16.414 -11.998 1.716
H 15.574 -13.216 -0.093
H 16.258 -11.724 -0.881
H 12.817 -12.356 -2.035
H 14.123 -13.574 -1.949
H 14.418 -12.050 -2.773
C 25.310 -8.292 6.635
O 25.049 -7.143 5.875
C 26.217 -6.425 5.495
C 25.817 -5.534 4.352
O 25.553 -6.369 3.247
C 25.714 -5.848 1.950
H 26.015 -9.001 6.179
H 24.363 -8.797 6.813
H 25.792 -8.060 7.593
H 27.043 -7.063 5.161
H 26.623 -5.926 6.380
H 26.575 -4.763 4.155
H 24.934 -4.918 4.561
H 24.770 -5.405 1.610
H 26.000 -6.677 1.307
H 26.453 -5.040 1.910
C 21.544 -12.040 -0.919
O 22.285 -11.313 0.069
C 21.586 -11.166 1.302
C 22.573 -10.853 2.427
O 23.315 -9.695 1.996
C 24.153 -9.213 3.061
H 21.496 -13.095 -0.645
H 22.104 -11.986 -1.848
H 20.535 -11.662 -1.074
H 21.084 -12.098 1.570
H 20.850 -10.359 1.292
H 23.279 -11.683 2.506
H 22.016 -10.654 3.341
H 23.564 -8.736 3.845
H 24.870 -8.549 2.595
H 24.686 -10.015 3.582
C 12.065 -4.506 1.716
C 13.243 -5.016 0.894
O 14.239 -5.528 1.819
C 15.259 -4.762 2.141
O 15.425 -3.638 1.787
C 16.216 -5.459 3.103
F 15.963 -6.723 3.370
F 17.438 -5.411 2.571
F 16.218 -4.789 4.249
H 11.202 -4.394 1.062
H 12.238 -3.540 2.191
H 11.929 -5.197 2.546
H 13.750 -4.299 0.250
H 12.991 -5.896 0.306
C 21.008 1.221 1.310
C 20.698 0.708 2.725
O 20.055 -0.567 2.615
C 19.803 -1.220 3.725
O 20.347 -1.029 4.770
C 18.702 -2.287 3.576
F 17.930 -2.213 4.640
F 18.000 -2.139 2.470
F 19.247 -3.503 3.529
H 21.829 0.657 0.870
H 21.233 2.278 1.416
H 20.136 1.055 0.678
H 20.072 1.441 3.233
H 21.617 0.595 3.298
*
```

## Properties
Relative energy (zero: lowest compared OMol25 entry of this formula, charge and spin), kcal per mole: 35.6
Lowest unoccupied orbital energy, eV: -4.35
HOMO-LUMO gap, eV: 6.7



Entry 2:
Molecular formula: C3H7NO3PS
Method: DFT, ωB97M-V/def2-TZVPD

The geometry in ORCA input format:
```
! RIJCOSX wB97M-V def2-TZVPD def2/J DEFGRID3
* xyz 1 1
O -0.976 2.041 0.847
P -0.232 0.942 1.442
O 1.201 1.325 1.935
O -0.892 0.200 2.642
N 0.062 -0.221 0.158
C 1.007 -1.112 0.081
S 1.030 -1.965 -1.412
C 0.191 -0.485 -2.123
C -0.836 -0.268 -1.024
H 1.504 2.063 1.388
H -1.675 -0.289 2.352
H 1.747 -1.266 0.851
H 0.917 0.310 -1.991
H -0.174 -0.569 -3.134
H -1.551 0.532 -1.129
H -1.324 -1.238 -0.883
*
```

## Properties
Lowest unoccupied orbital energy, eV: -5.29
HOMO-LUMO gap, eV: 9.6



Entry 3:
Molecular formula: C11H26LiNO5
Method: DFT, ωB97M-V/def2-TZVPD

The geometry in ORCA input format:
```
! RIJCOSX wB97M-V def2-TZVPD def2/J DEFGRID3
* xyz 0 1
Li -2.860 -3.794 11.222
C -6.190 -5.550 10.017
C -5.069 -4.740 10.723
O -4.351 -5.361 11.486
O -4.742 -3.546 10.413
H -6.229 -6.636 10.102
H -6.099 -5.438 8.937
H -7.163 -5.195 10.355
C -0.301 -3.318 7.670
C -1.773 -3.704 8.227
C -2.745 -4.243 7.111
O -1.637 -4.690 9.266
H 0.437 -2.974 8.395
H -0.531 -2.615 6.870
H -0.014 -4.238 7.161
H -2.202 -2.826 8.708
H -3.783 -4.074 7.397
H -2.675 -5.329 7.041
H -2.589 -3.801 6.128
H -1.323 -5.431 8.742
C -2.621 1.719 10.700
O -2.672 0.515 10.011
C -3.608 -0.404 10.600
C -3.077 -1.090 11.890
N -1.960 -1.951 11.554
C -1.241 -2.219 12.753
C -0.526 -3.643 12.553
O -1.473 -4.669 12.333
C -0.981 -6.067 12.520
H -2.024 1.484 11.581
H -3.473 2.369 10.903
H -1.956 2.331 10.092
H -3.677 -1.151 9.808
H -4.645 -0.070 10.642
H -3.853 -1.668 12.391
H -2.732 -0.325 12.585
H -1.367 -1.325 11.027
H -1.831 -2.502 13.625
H -0.600 -1.352 12.916
H 0.187 -3.725 13.373
H 0.141 -3.508 11.702
H -1.638 -6.730 11.956
H -1.134 -6.340 13.564
H -0.014 -5.975 12.026
*
```

## Properties
Relative energy (zero: lowest compared OMol25 entry of this formula, charge and spin), kcal per mole: 48.2
Lowest unoccupied orbital energy, eV: 0.44
HOMO-LUMO gap, eV: 8.5



Entry 4:
Molecular formula: C25H38P2Ti
Method: DFT, ωB97M-V/def2-TZVPD

The geometry in ORCA input format:
```
! RIJCOSX wB97M-V def2-TZVPD def2/J DEFGRID3
* xyz 0 3
P -0.312 -2.551 0.440
P -0.497 2.064 0.574
C -1.086 -0.755 -0.330
C -0.407 0.691 -0.596
H -1.776 -0.649 0.492
H -1.695 -1.052 -1.200
H 0.786 0.921 -0.781
H -1.047 1.022 -1.395
C -2.161 2.591 0.178
H -2.563 3.073 1.078
H -2.771 1.729 -0.121
H -2.068 3.323 -0.635
C 0.599 3.456 0.622
H 0.144 4.241 -0.005
H 1.621 3.245 0.275
H 0.628 3.841 1.656
C -1.614 -3.742 0.068
H -1.697 -4.477 0.878
H -1.338 -4.273 -0.850
H -2.581 -3.242 -0.102
C 1.322 -3.250 -0.016
H 2.139 -2.492 -0.066
H 1.360 -3.901 -0.899
H 1.560 -3.913 0.836
Ti 0.807 -0.848 -1.596
C 0.946 1.010 -3.162
C -0.429 1.158 -3.306
C -1.374 0.213 -3.973
C -0.857 -1.210 -4.073
C -0.032 -1.784 -2.934
C 1.449 -1.939 -3.085
C 2.288 -1.065 -3.992
C 1.835 0.408 -4.261
C -0.055 -2.283 2.181
H 1.484 1.766 -2.546
H -0.928 2.108 -3.060
H -1.658 0.567 -4.986
H -2.308 0.187 -3.404
H -1.694 -1.922 -4.224
H -0.186 -1.351 -4.931
H -0.570 -2.631 -2.504
H 2.052 -2.592 -2.436
H 2.337 -1.613 -4.956
H 3.304 -0.977 -3.591
H 2.746 1.064 -4.358
H 1.351 0.441 -5.274
H 0.410 -1.296 2.301
H 0.626 -3.061 2.566
H -0.991 -2.354 2.754
C 2.251 1.583 5.144
C 2.678 1.169 3.875
C 1.745 1.101 2.806
C 0.357 1.307 3.072
C -0.689 1.157 2.062
C -1.953 0.711 2.474
C -2.355 1.060 3.773
C -1.412 1.623 4.637
C -0.024 1.599 4.407
C 0.931 1.850 5.392
H 2.959 1.736 5.956
H 3.730 0.938 3.655
H 2.034 0.829 1.812
H -2.671 0.219 1.803
H -3.407 0.865 4.006
H -1.814 2.072 5.551
H 0.542 2.285 6.322
*
```

## Properties
Relative energy (zero: lowest compared OMol25 entry of this formula, charge and spin), kcal per mole: 42.3
Lowest unoccupied orbital energy (alpha / beta), eV: 0.22 / 0.17
HOMO-LUMO gap (alpha / beta), eV: 4.7 / 4.5



no.,F_max (eV/Å),calculated total energy (eV)
1,4.4,-152296.835
2,2.0,-30976.465
3,3.6,-23760.832
4,5.7,-68220.443